DFT (wB97M-V/def2-TZVPD) results for an isolated ion of composition C5H10N4 and charge +2 in a non-equilibrium geometry.

Its frontier orbital gap is 0.4007 hartree. The charge is +2. Its largest force on an atom is 0.129 Eh/bohr. The multiplicity is 1. The highest occupied orbital energy comes out at -0.7256 Ha. As for the total energy: -414.70382 a.u.

Each line ends with the Mulliken charge.
Atoms and positions in Å:
1 C 0.2890 1.9536 -0.5325  0.0591
2 C -0.4929 -0.8139 -0.4839  0.1873
3 C 1.5242 -0.0901 -0.0588  0.4900
4 C -0.5809 -1.9630 -1.0972  -0.6525
5 C -1.6664 0.3826 1.3107  -0.9521
6 N -0.9043 1.5751 -0.5503  -0.6188
7 N 1.4604 1.2103 -0.1563  -0.1332
8 N 2.4454 -0.9699 0.1073  -0.2497
9 N -1.3540 0.3031 -0.1302  0.4373
10 H 0.6064 3.0274 -0.7874  0.3896
11 H -1.5516 -2.4716 -1.2924  0.3087
12 H 0.2822 -2.5445 -1.3016  0.2114
13 H -2.5179 0.9748 1.5375  0.4291
14 H -2.1791 -0.4592 1.7743  0.4146
15 H -0.9262 0.5514 2.0398  0.3854
16 H 2.3958 1.6186 -0.1794  0.2967
17 H 2.1233 -1.9500 0.0931  0.2774
18 H 3.3923 -0.6446 0.1473  0.2720
19 H -2.3460 0.3100 -0.4399  0.4475